Record 1
Below is a 2-piece molecular cluster, C46H49N4O overall, with properties calculated with ωB97M-V/def2-TZVPD.

Computed properties:
- HOMO level: -7.61 eV
- E_LUMO: -4.30 eV
- Frontier orbital gap: 0.122 Ha
- Charge: +1

CARTESIAN COORDINATES (ANGSTROEM)
C -5.032 -5.115 3.205
C -5.885 -4.044 2.508
C -4.915 -3.002 1.934
N -3.591 -3.633 1.999
C -2.491 -3.001 1.617
C -1.205 -3.565 2.003
C -0.811 -4.854 1.569
C 0.401 -5.382 1.998
C 1.251 -4.621 2.814
C 0.875 -3.339 3.235
C -0.353 -2.815 2.850
C -3.579 -4.879 2.773
H -5.096 -5.017 4.294
H -5.344 -6.125 2.927
H -6.445 -4.497 1.684
H -6.591 -3.578 3.200
H -5.167 -2.706 0.905
H -4.918 -2.083 2.548
H -2.649 -1.942 1.389
H -1.472 -5.414 0.901
H 0.678 -6.393 1.689
H 2.197 -5.041 3.146
H 1.537 -2.748 3.872
H -0.701 -1.839 3.205
H -2.913 -4.799 3.647
H -3.210 -5.720 2.170
C -4.640 1.246 1.006
C -3.160 1.146 0.777
C -2.302 2.117 1.288
C -0.916 2.055 1.087
C -0.057 3.170 1.606
C -0.401 0.953 0.395
N 0.948 0.992 -0.099
C 2.131 1.023 0.617
C 2.154 0.915 2.061
C 3.139 1.620 2.785
C 3.029 1.694 4.172
C 2.000 1.014 4.838
C 1.097 0.211 4.125
C 1.194 0.137 2.742
N 3.163 1.109 -0.189
N 2.637 1.086 -1.478
C 3.562 0.970 -2.569
C 4.567 -0.013 -2.466
C 4.623 -0.979 -1.333
C 5.537 -0.091 -3.469
C 5.536 0.775 -4.565
C 6.586 0.645 -5.630
C 4.547 1.758 -4.637
C 3.570 1.884 -3.646
C 2.613 3.023 -3.727
C 1.291 1.140 -1.418
C 0.259 0.726 -2.391
O -0.026 -0.495 -2.464
C -0.588 1.705 -3.079
C -1.321 1.185 -4.251
C -1.007 2.878 -2.366
C -0.098 3.732 -1.698
C -0.534 4.899 -1.079
C -1.900 5.194 -1.019
C -2.825 4.341 -1.630
C -2.389 3.226 -2.333
C -1.220 -0.127 0.035
C -0.717 -1.466 -0.391
C -2.608 0.066 0.086
H -5.173 0.430 0.503
H -4.877 1.202 2.080
H -5.034 2.198 0.622
H -2.714 2.968 1.839
H 0.793 3.387 0.947
H -0.655 4.088 1.684
H 0.336 2.939 2.606
H 3.927 2.130 2.228
H 3.750 2.288 4.736
H 1.906 1.082 5.924
H 0.321 -0.351 4.646
H 0.532 -0.504 2.156
H 5.517 -1.598 -1.462
H 4.687 -0.467 -0.367
H 3.758 -1.654 -1.315
H 6.307 -0.865 -3.394
H 6.384 1.342 -6.449
H 7.587 0.864 -5.235
H 6.615 -0.375 -6.036
H 4.546 2.450 -5.483
H 2.825 3.608 -4.630
H 1.574 2.680 -3.797
H 2.699 3.705 -2.871
H -1.935 1.979 -4.686
H -0.612 0.827 -5.010
H -1.957 0.331 -3.971
H 0.966 3.484 -1.725
H 0.204 5.568 -0.631
H -2.237 6.092 -0.498
H -3.895 4.546 -1.565
H -3.099 2.559 -2.835
H -1.124 -2.222 0.271
H -1.083 -1.774 -1.376
H 0.369 -1.563 -0.301
H -3.256 -0.685 -0.379

Löwdin population analysis, charges in e, atoms 1 to 5: C -0.134; C -0.137; C -0.100; N -0.014; C 0.064

***

Record 2
Below is C46H50BBaN14S6 as an isolated structure, with properties calculated with ωB97M-V/def2-TZVPD.

Computed properties:
- HOMO level: -4.10 eV
- E_LUMO: 0.82 eV
- Frontier orbital gap: 0.181 Ha
- Charge: -1

CARTESIAN COORDINATES (ANGSTROEM)
Ba -2.933 -1.017 0.479
C 1.649 -2.301 3.604
C 1.732 -0.966 2.942
C 2.168 0.133 3.588
C 2.156 1.414 2.945
N 1.786 1.548 1.721
N 1.371 0.441 1.048
B 0.994 0.743 -0.341
N 1.500 -0.150 -1.404
N 2.816 -0.429 -1.247
C 3.382 -1.210 -2.096
C 2.634 -1.800 -3.171
C 1.327 -1.516 -3.339
C 0.504 -2.128 -4.426
C 0.693 -0.609 -2.399
S -0.926 -0.231 -2.418
C 4.870 -1.474 -1.943
C 5.586 -0.899 -3.175
C 5.112 -2.987 -1.854
C 5.415 -0.803 -0.683
N 0.527 2.087 -0.744
N 1.306 2.579 -1.742
C 1.092 3.779 -2.151
C 0.032 4.576 -1.601
C -0.757 4.096 -0.620
C -1.884 4.875 -0.029
C -0.508 2.754 -0.134
S -1.398 2.037 1.062
C 2.029 4.351 -3.207
C 2.721 5.586 -2.608
C 3.091 3.327 -3.606
C 1.217 4.751 -4.445
C 1.258 -0.809 1.584
S 0.527 -2.045 0.733
C 2.570 2.665 3.700
C 1.758 2.741 5.001
C 2.293 3.917 2.866
C 4.070 2.577 4.006
H 2.169 -2.283 4.561
H 2.065 -3.079 2.962
H 0.598 -2.547 3.778
H 2.493 0.052 4.618
H 3.115 -2.509 -3.833
H 1.101 -2.826 -5.013
H 0.099 -1.353 -5.079
H -0.358 -2.644 -4.004
H 5.249 -1.381 -4.096
H 6.664 -1.050 -3.086
H 5.393 0.173 -3.263
H 4.855 -3.497 -2.785
H 4.516 -3.423 -1.049
H 6.166 -3.182 -1.647
H 5.257 0.275 -0.710
H 6.486 -1.002 -0.604
H 4.918 -1.187 0.210
H -0.154 5.566 -2.000
H -2.000 5.830 -0.542
H -1.705 5.049 1.034
H -2.812 4.303 -0.093
H 3.216 5.329 -1.669
H 2.011 6.391 -2.409
H 3.475 5.963 -3.302
H 3.674 3.009 -2.742
H 3.763 3.775 -4.342
H 2.633 2.438 -4.041
H 0.465 5.507 -4.210
H 0.705 3.881 -4.862
H 1.881 5.161 -5.209
H 0.690 2.651 4.795
H 1.935 3.702 5.490
H 2.031 1.952 5.704
H 1.231 3.986 2.619
H 2.852 3.902 1.929
H 2.583 4.801 3.437
H 4.310 1.692 4.599
H 4.387 3.459 4.569
H 4.647 2.535 3.079
S -1.773 -0.844 3.688
C -3.367 -0.383 4.149
S -4.538 0.008 2.935
C -3.737 -0.396 5.502
C -2.795 -0.712 6.529
N -2.047 -0.985 7.367
C -5.076 -0.146 5.932
N -6.160 0.011 6.300
S -6.152 0.918 -3.015
C -4.932 2.099 -2.861
C -3.918 1.682 -2.049
C -4.071 0.362 -1.496
C -5.246 -0.172 -1.950
C -5.782 -1.506 -1.669
C -7.040 -1.916 -2.138
C -7.497 -3.183 -1.853
C -6.697 -4.045 -1.113
C -5.472 -3.573 -0.688
N -5.015 -2.344 -0.943
H -5.036 3.042 -3.381
H -3.053 2.309 -1.856
H -7.645 -1.228 -2.712
H -8.471 -3.503 -2.204
H -7.019 -5.047 -0.864
H -4.809 -4.205 -0.110
N -3.658 -4.317 3.910
C -4.122 -3.284 3.199
N -3.590 -3.320 1.994
C -2.788 -4.416 2.040
N -2.795 -5.057 3.188
C -1.967 -4.843 0.895
C -1.337 -6.090 0.881
N -0.571 -6.478 -0.128
C -0.435 -5.618 -1.138
C -1.074 -4.393 -1.139
N -1.841 -4.001 -0.127
H -3.808 -4.522 4.883
H -4.813 -2.535 3.565
H -1.465 -6.774 1.710
H 0.201 -5.924 -1.961
H -0.973 -3.699 -1.966

Löwdin population analysis, charges in e, atoms 1 to 5: Ba 1.312; C -0.069; C -0.263; C 0.065; C -0.209

***

Taking the records one at a time from the top gives electronic energy values of -2076.2144; -4989.1717 Ha.
Taking the records one at a time from the top gives max |F| values of 0.1052; 0.0257 hartree/bohr.